[1]
{
  "formula": "C8H9O4S",
  "method": "ωB97M-V/def2-TZVPD",
  "total_charge": -1,
  "largest_force_ev_per_a": 6.13,
  "elements": ["C", "C", "C", "C", "C", "C", "C", "C", "O", "O", "O", "O", "S", "H", "H", "H", "H", "H", "H", "H", "H", "H"],
  "xyz": [[-3.2351, -0.3903, -0.6192], [-2.2477, -0.3069, -1.6531], [-2.9115, -0.0596, 0.6502], [-0.9334, -0.0738, -1.3440], [-1.5267, 0.1884, 0.9796], [-0.6590, 0.1281, -0.0118], [1.9823, 1.6275, 0.0331], [1.4660, 0.3132, 0.6842], [1.8530, -1.6273, -1.1507], [2.2927, -2.0857, 1.1698], [3.7991, -0.6420, -0.1038], [1.5423, 0.1132, 2.0709], [2.4394, -1.1032, 0.0607], [-4.2288, -0.5563, -0.9269], [-2.5427, -0.5296, -2.6577], [-3.6648, 0.0502, 1.3525], [-0.0636, 0.0090, -2.1212], [-1.3598, 0.3326, 2.0281], [2.9908, 1.5691, 0.3456], [2.1575, 1.5299, -1.0753], [1.1815, 2.3610, 0.1440], [1.6682, -0.8474, 2.1448]],
  "atomic_forces_ev_per_a": [[1.44, 0.77, -1.84], [-0.65, -0.71, 0.66], [2.45, 0.23, -0.33], [1.48, 0.49, -1.57], [-3.81, -0.55, 0.87], [6.07, 0.33, 0.82], [-1.64, -2.14, -0.89], [-2.01, -1.03, -0.95], [-0.40, 0.46, -0.72], [0.04, 0.67, -0.13], [0.45, 0.79, 0.15], [-0.97, 2.68, -1.40], [-0.54, -2.39, 0.00], [-1.14, -0.30, -0.14], [-0.15, 0.01, -0.52], [-1.25, -0.02, 1.54], [-1.89, -0.44, 1.49], [0.85, 0.21, 0.31], [1.15, 1.62, 1.11], [-0.77, -0.54, 0.88], [1.04, 0.68, 0.65], [0.25, -0.83, 0.00]],
  "mulliken_charge": [-0.586, -0.408, -0.418, -0.318, -0.361, 0.201, -1.422, 0.472, -0.663, -0.841, -0.692, -0.563, 1.232, 0.383, 0.354, 0.428, 0.212, 0.398, 0.493, 0.284, 0.361, 0.454]
}

[2]
{
  "formula": "C8H9OPS",
  "method": "ωB97M-V/def2-TZVPD",
  "total_charge": 0,
  "largest_force_ev_per_a": 4.47,
  "elements": ["C", "C", "C", "C", "C", "C", "C", "C", "O", "P", "S", "H", "H", "H", "H", "H", "H", "H", "H", "H"],
  "xyz": [[1.9881, 2.4589, -0.4824], [2.4375, 1.2335, -0.0039], [0.7005, 2.5580, -1.0526], [1.6538, 0.1239, -0.1020], [-0.1884, 1.4503, -0.8999], [0.3776, 0.2375, -0.5125], [-1.6900, -2.2310, 1.8498], [-0.7048, -1.5403, 1.3130], [0.1224, -2.3009, -1.0461], [-3.1550, -0.9967, -1.4872], [-0.7046, -1.2606, -0.4618], [2.5092, 3.3587, -0.5856], [3.3411, 0.9691, 0.4508], [0.4077, 3.5244, -1.4728], [1.8437, -0.8587, 0.3639], [-1.1941, 1.4432, -1.3028], [-1.7898, -2.4987, 2.8749], [-2.3644, -2.5944, 1.1433], [0.0381, -1.2921, 1.9186], [-3.6287, -1.7842, -0.5047]],
  "atomic_forces_ev_per_a": [[-1.79, -0.92, -1.16], [-0.15, 0.18, -0.32], [-0.36, -1.11, 1.40], [-0.44, -1.83, 1.37], [1.27, 0.49, -1.51], [-3.46, 0.71, -0.48], [0.55, 0.28, -0.79], [-3.17, -1.05, -1.58], [0.30, -0.87, -0.50], [2.08, 1.18, -0.88], [-0.18, 0.98, 0.31], [1.46, 0.89, 0.40], [1.70, 0.79, 0.52], [-0.18, -0.51, 0.14], [0.93, 0.60, -0.53], [-0.11, 0.27, 0.24], [0.16, -0.10, 0.57], [-1.75, -0.66, -0.58], [3.64, 1.73, 1.93], [-0.49, -1.06, 1.47]],
  "mulliken_charge": [-0.432, -0.602, -0.486, -0.246, -0.357, 0.492, -0.586, -0.092, -0.592, 0.051, 0.359, 0.410, 0.396, 0.354, 0.353, 0.224, 0.281, 0.128, 0.444, -0.099]
}

Results for energy relative to the best compared isomer or geometry (same formula, charge and spin): 104.6; 384.6 (in kJ/mol, following the order of the records).
Results for DFT total energy: -1009.357168; -1124.818265 (in hartree, following the order of the records).